Record 1
Formula: C36H45GeN7O10S3SeTi
Source: the Open Molecules 2025 dataset
Level of theory: ωB97M-V/def2-TZVPD

Orbital gap (eV): 6.1
LUMO energy (Eh): 0.154
HOMO level (eV): -1.9

The geometry in ORCA input format:
```
! wB97M-V def2-TZVPD RIJCOSX def2/J DEFGRID3
* xyz -2 1
Ti -0.15 0.44 0.14
C 3.73 -3.54 0.95
N 3.94 -2.22 0.45
C 5.12 -1.60 0.17
C 4.84 -0.40 -0.38
N 3.46 -0.27 -0.48
C 2.89 -1.39 0.13
S 1.37 -1.77 0.64
C 2.87 0.61 -1.39
C 3.69 1.19 -2.38
C 3.11 1.94 -3.38
C 1.73 2.06 -3.40
C 1.02 1.50 -2.36
N 1.57 0.82 -1.35
H 4.67 -4.09 0.91
H 2.97 -4.03 0.33
H 3.35 -3.51 1.97
H 6.08 -2.04 0.39
H 5.50 0.40 -0.64
H 4.75 1.05 -2.39
H 3.72 2.40 -4.15
H 1.23 2.59 -4.19
H -0.06 1.61 -2.32
C -2.59 -6.87 1.57
Ge -2.23 -5.04 2.34
C -3.20 -5.07 4.10
C -0.30 -4.74 2.69
C -2.94 -3.60 1.18
Se -1.64 -2.83 -0.14
C -1.47 -4.55 -1.09
H -2.93 -7.56 2.34
H -1.69 -7.29 1.12
H -3.35 -6.81 0.80
H -2.83 -5.88 4.73
H -4.27 -5.22 3.97
H -3.05 -4.13 4.63
H 0.26 -5.67 2.76
H -0.18 -4.19 3.62
H 0.09 -4.13 1.88
H -3.20 -2.76 1.82
H -3.83 -3.91 0.65
H -1.29 -5.35 -0.36
H -0.61 -4.45 -1.74
H -2.37 -4.76 -1.67
C -0.44 -2.33 -3.86
S 0.71 -1.92 -2.52
O 1.81 -1.20 -3.15
O 1.16 -3.20 -1.97
O -0.06 -1.10 -1.59
H -0.02 -3.15 -4.44
H -0.53 -1.43 -4.46
H -1.38 -2.59 -3.41
C 3.07 0.11 3.04
C 2.19 1.26 3.44
C 2.58 2.08 4.48
C 1.79 3.13 4.91
C 0.56 3.32 4.30
C 0.12 2.53 3.26
C -1.24 2.74 2.68
C 0.97 1.49 2.73
N 0.64 0.80 1.66
H 3.77 -0.13 3.83
H 3.63 0.37 2.14
H 2.45 -0.76 2.81
H 3.53 1.89 4.97
H 2.12 3.79 5.70
H -0.08 4.13 4.65
H -1.57 3.77 2.83
H -1.97 2.08 3.17
H -1.25 2.48 1.62
O 4.11 5.20 -0.06
S 2.99 4.89 -0.94
O 3.32 5.04 -2.34
N 2.30 3.46 -0.63
C 1.03 3.60 -0.29
O 0.20 2.69 -0.11
C 0.58 5.02 -0.20
C -0.69 5.46 0.16
C -0.93 6.82 0.16
C 0.06 7.73 -0.19
C 1.33 7.28 -0.55
C 1.57 5.93 -0.54
H -1.44 4.73 0.42
H -1.91 7.19 0.43
H -0.15 8.79 -0.18
H 2.11 7.98 -0.83
O -3.28 1.16 1.13
C -2.87 0.01 1.13
O -1.68 -0.41 1.06
H -3.64 -0.82 1.24
C -4.75 -0.49 -5.07
N -4.13 -0.05 -3.84
C -4.15 1.25 -3.46
C -3.42 1.67 -2.41
C -2.54 0.69 -1.77
O -1.61 1.12 -1.03
N -2.72 -0.60 -2.03
C -3.51 -1.04 -3.00
O -3.71 -2.21 -3.29
H -5.26 0.35 -5.54
H -5.45 -1.30 -4.86
H -3.98 -0.87 -5.75
H -4.77 1.92 -4.04
H -3.42 2.68 -2.04
*
```

Results of the natural (NBO) charge analysis, in e, for atoms 1 through 5: atom 1 (Ti): 1.615, atom 2 (C): -0.404, atom 3 (N): -0.391, atom 4 (C): -0.061, atom 5 (C): -0.086

***

Record 2
Formula: C44H58N6P2PtSSe
Source: the Open Molecules 2025 dataset
Level of theory: ωB97M-V/def2-TZVPD

Orbital gap (alpha / beta) (eV): 4.6 / 4.6
LUMO energy (alpha / beta) (Eh): -0.246 / -0.246
HOMO level (alpha / beta) (eV): -11.3 / -11.3

The geometry in ORCA input format:
```
! wB97M-V def2-TZVPD RIJCOSX def2/J DEFGRID3
* xyz 2 1
Pt 1.45 -0.20 -0.08
N 4.05 -1.58 -0.79
P 2.99 -0.90 -1.99
C 3.61 -1.80 -3.45
C 4.90 -1.59 -3.93
C 5.33 -2.29 -5.04
C 4.49 -3.20 -5.66
C 3.22 -3.44 -5.16
C 2.78 -2.74 -4.05
C 3.60 0.79 -2.20
C 3.84 1.57 -1.07
C 4.04 2.93 -1.19
C 3.97 3.53 -2.43
C 3.75 2.77 -3.56
C 3.55 1.40 -3.45
P 3.00 -1.87 0.54
C 2.20 -3.34 -0.15
C 2.94 -4.47 -0.47
C 2.35 -5.49 -1.19
C 1.02 -5.41 -1.57
C 0.26 -4.30 -1.21
C 0.85 -3.26 -0.51
C 4.12 -2.44 1.84
C 5.49 -2.57 1.59
C 6.33 -2.99 2.60
C 5.83 -3.25 3.86
C 4.47 -3.15 4.11
C 3.61 -2.74 3.10
H 4.89 -1.04 -0.61
H 5.54 -0.87 -3.45
H 6.33 -2.13 -5.42
H 4.83 -3.73 -6.54
H 2.58 -4.16 -5.64
H 1.78 -2.90 -3.66
H 3.90 1.10 -0.08
H 4.24 3.53 -0.31
H 4.10 4.60 -2.52
H 3.70 3.23 -4.54
H 3.37 0.80 -4.33
H 3.98 -4.52 -0.18
H 2.93 -6.36 -1.47
H 0.57 -6.20 -2.14
H -0.78 -4.24 -1.50
H 0.28 -2.37 -0.26
H 5.88 -2.39 0.60
H 7.38 -3.13 2.40
H 6.49 -3.53 4.66
H 4.08 -3.41 5.08
H 2.55 -2.68 3.27
C -5.68 4.70 -0.26
C -4.75 5.55 -1.12
C -3.26 5.27 -0.88
C -2.71 4.08 -1.67
N -3.32 2.82 -1.34
C -3.18 2.15 -0.18
Se -2.02 2.61 1.16
N -3.94 1.04 -0.21
C -4.11 0.07 0.85
C -5.42 0.27 1.62
C -5.35 1.36 2.68
C -4.43 1.00 3.85
C -4.58 0.98 -1.43
C -5.42 0.02 -1.98
C -5.86 0.23 -3.27
C -5.50 1.38 -3.98
C -4.67 2.34 -3.44
C -4.20 2.12 -2.15
H -6.70 5.07 -0.33
H -5.38 4.75 0.78
H -5.69 3.66 -0.59
H -4.93 6.60 -0.87
H -4.98 5.41 -2.17
H -3.08 5.11 0.19
H -2.68 6.14 -1.18
H -1.63 4.00 -1.49
H -2.88 4.25 -2.74
H -3.26 0.17 1.53
H -4.08 -0.92 0.39
H -5.67 -0.68 2.09
H -6.22 0.50 0.91
H -6.36 1.51 3.06
H -5.02 2.30 2.24
H -4.64 -0.01 4.20
H -4.60 1.69 4.67
H -3.38 1.07 3.58
H -5.72 -0.85 -1.42
H -6.51 -0.49 -3.73
H -5.88 1.52 -4.98
H -4.41 3.22 -4.01
N 0.54 1.58 -1.20
H -0.28 1.26 -1.72
H 1.20 1.99 -1.85
H 0.25 2.28 -0.52
C 1.73 0.18 4.64
N 0.92 0.47 3.48
C 1.32 1.62 2.71
C -0.01 -0.37 3.01
S -0.59 -0.19 1.40
N -0.54 -1.33 3.78
C -0.94 -1.12 5.16
C -1.17 -2.47 3.14
H 2.78 0.33 4.38
H 1.60 -0.86 4.94
H 1.50 0.84 5.47
H 2.00 2.23 3.30
H 0.45 2.22 2.44
H 1.83 1.30 1.78
H -0.63 -0.14 5.51
H -0.52 -1.90 5.80
H -2.03 -1.16 5.22
H -0.52 -2.86 2.36
H -2.14 -2.22 2.71
H -1.32 -3.24 3.90
*
```

Results of the Löwdin charge analysis, in e, for atoms 1 through 5: atom 1 (Pt): 0.522, atom 2 (N): -0.336, atom 3 (P): 0.960, atom 4 (C): -0.352, atom 5 (C): -0.084

***

Record 3
Formula: C4H8N2O
Source: the Open Molecules 2025 dataset
Level of theory: ωB97M-V/def2-TZVPD

Orbital gap (eV): 10.7
LUMO energy (Eh): 0.027
HOMO level (eV): -9.9

The geometry in ORCA input format:
```
! wB97M-V def2-TZVPD RIJCOSX def2/J DEFGRID3
* xyz 0 1
C 0.74 1.17 -0.62
C 0.52 -0.11 0.19
O 0.39 0.17 1.57
C 1.70 -1.00 0.00
N 2.61 -1.69 -0.16
C -0.75 -0.85 -0.25
N -1.89 -0.02 0.14
H 1.61 1.72 -0.25
H -0.17 1.79 -0.54
H 0.91 0.94 -1.67
H 0.47 1.12 1.70
H -0.74 -1.85 0.22
H -0.75 -0.98 -1.33
H -1.89 0.04 1.15
H -2.76 -0.46 -0.15
*
```

Results of the natural (NBO) charge analysis, in e, for atoms 1 through 5: atom 1 (C): -0.634, atom 2 (C): 0.148, atom 3 (O): -0.701, atom 4 (C): 0.263, atom 5 (N): -0.310

***

Record 4
Formula: C32H33N4O9OsP2SSb
Source: the Open Molecules 2025 dataset
Level of theory: ωB97M-V/def2-TZVPD

Orbital gap (eV): 7.6
LUMO energy (Eh): -0.201
HOMO level (eV): -13.0

The geometry in ORCA input format:
```
! wB97M-V def2-TZVPD RIJCOSX def2/J DEFGRID3
* xyz 2 1
Os 1.40 0.46 -0.85
O -0.04 -2.73 -3.58
P 0.35 -1.75 -2.44
O 1.38 -0.71 -2.78
O -0.99 -1.14 -1.93
O 0.84 -2.77 -1.33
P 1.02 -2.34 0.22
O 1.19 -3.72 0.95
O -0.20 -1.65 0.72
O 2.25 -1.46 0.30
H -0.02 -2.39 -4.49
H 1.82 -4.35 0.57
N 2.84 -0.36 2.82
C 1.41 -0.11 3.19
C 0.71 0.63 2.05
O 1.48 1.16 1.19
O -0.52 0.65 2.10
H 3.36 -0.85 3.54
H 3.31 0.53 2.64
H 2.85 -0.89 1.92
H 1.37 0.48 4.10
H 0.90 -1.06 3.34
N 5.91 0.86 2.87
C 5.77 0.82 1.73
C 5.38 0.69 0.35
C 6.13 0.02 -0.61
C 5.56 -0.17 -1.85
C 4.26 0.24 -2.07
N 3.54 0.91 -1.16
C 4.13 1.16 0.02
H 7.13 -0.33 -0.39
H 6.11 -0.66 -2.64
H 3.75 0.04 -3.00
H 3.56 1.76 0.72
S -0.94 0.38 -1.12
Sb -2.26 -0.64 0.91
C -3.26 1.20 1.15
C -4.57 1.18 1.64
C -5.28 2.37 1.74
C -4.68 3.57 1.37
C -3.37 3.58 0.90
C -2.66 2.39 0.78
C -2.42 -1.60 2.75
C -2.60 -2.98 2.83
C -2.95 -3.55 4.04
C -3.12 -2.75 5.17
C -2.92 -1.38 5.09
C -2.57 -0.80 3.88
C -3.39 -1.72 -0.48
C -3.23 -3.09 -0.69
C -4.01 -3.72 -1.65
C -4.93 -2.99 -2.40
C -5.07 -1.63 -2.20
C -4.29 -0.98 -1.25
H -5.04 0.25 1.93
H -6.29 2.36 2.10
H -5.23 4.49 1.46
H -2.91 4.52 0.63
H -1.64 2.41 0.42
H -2.47 -3.61 1.96
H -3.10 -4.62 4.11
H -3.42 -3.20 6.10
H -3.05 -0.77 5.97
H -2.42 0.27 3.81
H -2.51 -3.66 -0.13
H -3.89 -4.78 -1.82
H -5.54 -3.49 -3.13
H -5.78 -1.06 -2.79
H -4.39 0.09 -1.10
N 1.15 2.40 -1.85
C 2.16 2.78 -2.82
C 2.24 2.09 -4.02
C 3.19 2.46 -4.95
C 4.06 3.52 -4.69
C 3.97 4.19 -3.48
C 3.02 3.82 -2.54
H 0.26 2.25 -2.31
H 1.04 3.10 -1.13
H 1.57 1.26 -4.21
H 3.25 1.94 -5.90
H 4.79 3.82 -5.43
H 4.63 5.03 -3.27
H 2.95 4.35 -1.59
*
```

Results of the Löwdin charge analysis, in e, for atoms 1 through 5: atom 1 (Os): 1.038, atom 2 (O): -0.010, atom 3 (P): 0.281, atom 4 (O): -0.340, atom 5 (O): -0.586

***

Record 5
Formula: C13H10N2O5Sr
Source: the Open Molecules 2025 dataset
Level of theory: ωB97M-V/def2-TZVPD

Orbital gap (eV): 5.7
LUMO energy (Eh): -0.051
HOMO level (eV): -7.1

The geometry in ORCA input format:
```
! wB97M-V def2-TZVPD RIJCOSX def2/J DEFGRID3
* xyz 0 1
Sr 0.45 0.27 0.35
O 1.71 -5.69 -3.32
C 0.60 -5.53 -2.83
O -0.45 -6.17 -2.85
C 0.48 -4.19 -1.96
C -0.72 -3.86 -1.33
C -0.79 -2.69 -0.62
N 0.24 -1.85 -0.50
C 1.40 -2.16 -1.08
C 1.55 -3.33 -1.82
C 2.60 -1.21 -0.91
O 3.65 -1.50 -1.43
O 2.39 -0.15 -0.22
H -1.57 -4.52 -1.42
H -1.71 -2.39 -0.11
H 2.50 -3.57 -2.28
O 0.41 0.92 2.57
C -0.20 2.13 2.98
C -0.67 2.95 1.81
C -1.34 4.14 2.06
C -1.78 4.90 0.99
C -1.52 4.44 -0.30
C -0.85 3.25 -0.46
N -0.44 2.50 0.57
H 0.86 0.53 3.33
H 0.51 2.74 3.56
H -1.07 1.90 3.62
H -1.50 4.46 3.07
H -2.31 5.82 1.16
H -1.83 5.01 -1.16
H -0.62 2.86 -1.45
*
```

Results of the Löwdin charge analysis, in e, for atoms 1 through 5: atom 1 (Sr): 1.742, atom 2 (O): -0.007, atom 3 (C): -0.715, atom 4 (O): -0.025, atom 5 (C): -0.061

***

Record 6
Formula: C15H31Br12NO
Source: the Open Molecules 2025 dataset
Level of theory: ωB97M-V/def2-TZVPD

Orbital gap (eV): 7.9
LUMO energy (Eh): -0.012
HOMO level (eV): -8.2

The geometry in ORCA input format:
```
! wB97M-V def2-TZVPD RIJCOSX def2/J DEFGRID3
* xyz 0 1
Br -14.63 -15.83 8.97
C -16.54 -16.48 8.68
C -17.34 -16.85 9.89
Br -17.47 -15.27 11.11
H -16.52 -17.44 8.15
H -17.06 -15.68 8.17
H -16.97 -17.71 10.45
H -18.38 -17.00 9.61
Br -15.81 -22.64 5.59
C -15.93 -20.63 5.63
C -15.13 -19.98 4.48
Br -13.32 -20.67 4.57
H -15.48 -20.40 6.60
H -16.96 -20.32 5.47
H -15.08 -18.91 4.70
H -15.62 -20.30 3.56
Br -18.61 -23.95 13.61
C -18.98 -24.18 11.67
C -18.33 -23.13 10.97
Br -16.43 -23.05 11.19
H -20.06 -24.18 11.50
H -18.69 -25.19 11.37
H -18.63 -22.16 11.36
H -18.48 -23.16 9.89
Br -17.00 -25.41 8.99
C -15.96 -24.09 7.88
C -14.50 -24.44 7.72
Br -13.48 -25.02 9.32
H -15.98 -23.15 8.42
H -16.51 -23.91 6.96
H -14.01 -23.52 7.42
H -14.25 -25.18 6.96
Br -19.49 -21.07 11.14
C -21.16 -20.26 10.55
C -20.95 -19.20 9.55
Br -22.64 -18.82 8.66
H -21.71 -19.96 11.44
H -21.74 -21.05 10.08
H -20.28 -19.51 8.75
H -20.54 -18.28 9.96
Br -13.10 -24.52 13.04
C -14.41 -22.95 13.04
C -14.32 -22.23 11.66
Br -15.59 -20.74 11.66
H -14.08 -22.29 13.84
H -15.41 -23.32 13.27
H -14.50 -22.99 10.90
H -13.33 -21.84 11.43
C -18.40 -19.38 8.14
O -18.95 -18.34 8.48
N -17.62 -20.18 8.94
C -17.03 -21.39 8.43
C -17.35 -19.98 10.32
H -18.38 -19.81 7.12
H -16.53 -21.32 7.47
H -17.78 -22.19 8.40
H -16.31 -21.84 9.12
H -16.31 -19.87 10.63
H -17.75 -18.99 10.54
H -17.68 -20.80 10.96
*
```

Results of the natural (NBO) charge analysis, in e, for atoms 1 through 5: atom 1 (Br): -0.040, atom 2 (C): -0.410, atom 3 (C): -0.433, atom 4 (Br): -0.057, atom 5 (H): 0.213

***

Record 7
Formula: C2HKO3
Source: the Open Molecules 2025 dataset
Level of theory: ωB97M-V/def2-TZVPD

Orbital gap (eV): 8.2
LUMO energy (Eh): -0.019
HOMO level (eV): -8.7

The geometry in ORCA input format:
```
! wB97M-V def2-TZVPD RIJCOSX def2/J DEFGRID3
* xyz 0 1
O -1.43 2.07 -2.05
C -0.80 1.39 -1.40
O -0.73 -1.14 1.02
C -0.12 -2.02 1.78
O 1.11 -2.28 1.67
H -0.75 -2.68 2.42
K 1.56 -0.15 0.32
*
```

Results of the natural (NBO) charge analysis, in e, for atoms 1 through 5: atom 1 (O): -0.479, atom 2 (C): 0.490, atom 3 (O): -0.849, atom 4 (C): 0.613, atom 5 (O): -0.807

***

Record 8
Formula: C24H29AsN2O10PtS3
Source: the Open Molecules 2025 dataset
Level of theory: ωB97M-V/def2-TZVPD

Orbital gap (alpha / beta) (eV): 9.7 / 5.5
LUMO energy (alpha / beta) (Eh): -0.172 / -0.333
HOMO level (alpha / beta) (eV): -14.4 / -14.6

The geometry in ORCA input format:
```
! wB97M-V def2-TZVPD RIJCOSX def2/J DEFGRID3
* xyz 2 5
Pt 1.12 0.93 0.77
C 4.52 -2.32 2.31
O 4.76 -0.91 2.13
C 3.76 -0.15 1.81
O 2.60 -0.55 1.64
N 4.12 1.15 1.68
N 3.15 2.08 1.32
H 5.49 -2.80 2.20
H 3.82 -2.69 1.57
H 4.13 -2.50 3.31
H 5.06 1.43 1.88
H 3.51 2.75 0.65
H 2.78 2.58 2.13
O -3.39 1.04 2.47
As -1.83 1.90 2.66
O -1.40 1.81 4.19
O -1.02 0.84 1.51
C -2.20 3.62 1.82
C -3.47 4.15 1.99
C -3.75 5.41 1.47
C -2.78 6.14 0.80
C -1.51 5.61 0.62
C -1.23 4.36 1.15
S 0.34 3.62 0.90
O 1.37 4.59 0.67
O 0.17 2.67 -0.24
O 0.60 2.76 2.10
H -3.82 0.97 3.33
H -4.23 3.59 2.51
H -4.74 5.83 1.62
H -3.01 7.11 0.40
H -0.73 6.15 0.10
O -0.05 -1.14 0.50
S -1.43 -1.00 1.04
C -2.56 -0.54 -0.34
C -2.05 0.56 -1.27
C -1.54 0.07 -2.63
C -0.26 -0.76 -2.59
S 1.28 0.27 -2.53
O 1.86 0.16 -1.11
C 2.33 -0.88 -3.42
C 2.73 -2.06 -2.80
C 3.50 -2.96 -3.53
C 3.85 -2.67 -4.85
C 3.44 -1.48 -5.44
C 2.69 -0.57 -4.72
C -2.02 -2.74 1.25
C -1.15 -3.80 1.14
C -1.65 -5.08 1.33
C -2.99 -5.27 1.65
C -3.84 -4.18 1.80
C -3.35 -2.89 1.62
H -3.47 -0.23 0.18
H -2.75 -1.47 -0.86
H -1.27 1.13 -0.78
H -2.87 1.27 -1.44
H -1.39 0.95 -3.26
H -2.31 -0.53 -3.12
H -0.16 -1.34 -3.49
H -0.20 -1.41 -1.72
H 2.46 -2.26 -1.78
H 3.82 -3.88 -3.07
H 4.44 -3.38 -5.41
H 3.73 -1.26 -6.46
H 2.37 0.36 -5.17
H -0.11 -3.64 0.90
H -1.00 -5.94 1.23
H -3.37 -6.26 1.81
H -4.88 -4.32 2.07
H -3.99 -2.03 1.75
*
```

Results of the natural (NBO) charge analysis, in e, for atoms 1 through 5: atom 1 (Pt): 1.734, atom 2 (C): -0.260, atom 3 (O): -0.458, atom 4 (C): 0.912, atom 5 (O): -0.688